1.
A gas-phase ion, C8H8IN2 (charge +1) in a non-equilibrium geometry. Source: the Open Molecules 2025 dataset; level of theory: ωB97M-V/def2-TZVPD.

Output
LUMO (alpha / beta) in eV: -5.66 / -5.66
Orbital gap (alpha / beta) in eV: 7.01 / 7.01

```
! RIJCOSX wB97M-V def2-TZVPD def2/J DEFGRID3
* xyz 1 1
H -1.979 -2.397 1.969
N -1.527 -1.768 1.219
C -1.026 -2.264 0.213
N -0.342 -1.569 -0.773
C 0.197 -0.274 -0.649
C 1.343 0.032 -1.392
C 2.084 1.063 -0.917
C 1.653 1.968 0.118
C 0.453 1.706 0.759
C -0.396 0.666 0.340
C -1.722 0.706 0.831
I -3.488 0.430 -0.221
H -0.958 -3.338 0.057
H 0.115 -2.149 -1.522
H 1.937 -0.534 -2.140
H 3.115 1.088 -1.398
H 2.259 2.785 0.459
H 0.002 2.437 1.351
H -1.721 1.413 1.698
*
```

---

2.
2 unconnected molecules or ions with the total composition C8H8INO2 in a non-equilibrium geometry. Source: the Open Molecules 2025 dataset; level of theory: ωB97M-V/def2-TZVPD.

Output
LUMO (alpha / beta) in eV: -0.36 / -0.36
Orbital gap (alpha / beta) in eV: 8.52 / 8.52

```
! RIJCOSX wB97M-V def2-TZVPD def2/J DEFGRID3
* xyz 0 1
C 2.416 -1.077 -1.141
C 1.240 -1.647 -1.614
C 2.335 -0.120 -0.093
C -0.013 -1.359 -1.060
C 1.120 0.162 0.364
C -0.079 -0.414 0.005
C -1.363 0.805 1.932
C -1.291 0.048 0.631
N -1.670 1.526 -0.640
O -2.799 1.640 -0.970
O -0.706 2.140 -0.862
I -3.178 -0.976 0.483
H 3.390 -1.180 -1.475
H 1.329 -2.539 -2.255
H 3.147 0.378 0.345
H -0.803 -1.714 -1.680
H 1.033 0.949 1.130
H -2.189 1.491 1.990
H -1.438 0.336 2.980
H -0.482 1.553 1.932
*
```

---

3.
C8H8N2 in the gas phase in a non-equilibrium geometry. Source: the Open Molecules 2025 dataset; level of theory: ωB97M-V/def2-TZVPD.

Output
LUMO (alpha / beta) in eV: -0.63 / -1.48
Orbital gap (alpha / beta) in eV: 8.04 / 5.97

```
! RIJCOSX wB97M-V def2-TZVPD def2/J DEFGRID3
* xyz 0 1
C 0.281 2.433 0.031
C 1.590 2.466 0.632
C 0.088 1.210 -0.399
C 2.249 1.312 0.357
C -1.137 -0.756 0.071
C -0.021 -1.398 -0.256
C -2.132 -0.123 0.656
C 0.061 -2.874 -0.544
N 1.187 -0.822 -0.164
N 1.268 0.470 -0.157
H -0.470 3.291 -0.068
H 2.240 3.369 1.017
H -0.570 0.819 -1.181
H -2.900 0.491 0.265
H -2.210 -0.209 1.743
H 0.672 -3.268 0.171
H 0.725 -3.053 -1.407
H -0.922 -3.358 -0.766
*
```

---

4.
A molecular structure, C8H8N2O3P in a non-equilibrium geometry. Source: the Open Molecules 2025 dataset; level of theory: ωB97M-V/def2-TZVPD.

Output
LUMO (alpha / beta) in eV: 3.59 / 3.37
Orbital gap (alpha / beta) in eV: 3.53 / 7.63

```
! RIJCOSX wB97M-V def2-TZVPD def2/J DEFGRID3
* xyz -1 3
C -3.036 -0.298 0.867
C -2.447 0.915 1.134
C -2.298 -1.264 0.132
C -1.144 1.162 0.585
C 0.117 -1.934 -0.719
C -0.930 -1.027 -0.313
C -0.452 0.288 -0.052
C 1.272 1.509 -1.484
N 0.792 0.669 -0.519
N 2.599 1.429 -1.736
O 3.335 0.043 0.468
O 1.320 -0.432 1.842
O 1.550 -1.606 -0.508
P 1.893 -0.304 0.259
H -4.112 -0.498 1.125
H -3.132 1.754 1.388
H -2.733 -2.196 -0.305
H -0.712 2.065 0.882
H -0.043 -2.452 -1.648
H 3.178 0.830 -1.248
H 2.061 -0.516 2.417
H 2.924 1.864 -2.566
*
```

---

5.
A molecular structure, C8H8N2O3S in a non-equilibrium geometry. Source: the Open Molecules 2025 dataset; level of theory: ωB97M-V/def2-TZVPD.

Output
LUMO in eV: -0.99
Orbital gap in eV: 8.53

```
! RIJCOSX wB97M-V def2-TZVPD def2/J DEFGRID3
* xyz 0 1
C 2.642 -0.719 -0.902
C 1.830 -1.679 -0.295
C 2.220 0.601 -0.997
C 0.625 -1.456 0.345
C 1.011 0.943 -0.333
C 0.173 -0.121 0.271
C 0.142 2.123 -0.299
C -1.132 0.533 0.477
N -1.049 1.915 0.145
N -3.926 0.248 -0.341
O -1.998 -0.095 -1.900
O -2.480 -1.772 -0.107
O -1.814 0.261 2.135
S -2.444 -0.403 -0.589
H 3.532 -1.064 -1.487
H 2.114 -2.707 -0.322
H 2.780 1.367 -1.595
H -0.092 -2.198 0.613
H 0.534 3.175 -0.195
H -4.154 1.207 -0.589
H -4.526 0.037 0.438
H -1.726 -0.758 2.258
*
```

---

6.
C8H8N2P2 in the gas phase in a non-equilibrium geometry. Source: the Open Molecules 2025 dataset; level of theory: ωB97M-V/def2-TZVPD.

Output
LUMO (alpha / beta) in eV: -1.89 / -0.86
Orbital gap (alpha / beta) in eV: 7.03 / 7.11

```
! RIJCOSX wB97M-V def2-TZVPD def2/J DEFGRID3
* xyz 0 1
C -3.401 1.311 -0.693
C -3.272 -0.133 -0.781
C 3.623 -0.576 0.914
C 2.882 -1.796 0.699
C -2.249 1.984 -0.583
C -2.016 -0.595 -0.758
C 2.872 0.525 1.124
C 1.537 -1.674 0.744
N -0.035 0.993 -2.094
N 0.019 0.921 0.648
P -0.875 0.822 -0.802
P 1.160 0.008 1.221
H -4.378 1.773 -0.701
H -4.149 -0.760 -0.848
H 4.700 -0.574 0.868
H 3.393 -2.723 0.487
H -2.131 3.053 -0.554
H -1.710 -1.623 -0.850
H 3.216 1.524 1.317
H 0.813 -2.461 0.640
*
```